Density functional theory data (ωB97M-V/def2-TZVPD) for a structure of composition C58H55Cl2F2Ge2N7O7S2W at a distorted geometry.

Each line ends with the Mulliken charge.
Cartesian coordinates (Å):
1 W -0.251 0.111 -0.426  1.17
2 Ge -2.052 0.803 1.287  3.43
3 Ge 0.970 0.364 1.783  2.95
4 Cl 5.310 -0.774 3.557  -0.22
5 Cl 6.309 -4.875 0.105  -0.22
6 S -1.200 2.849 -2.809  1.68
7 S -0.147 -1.828 -3.489  1.61
8 F 4.453 -0.505 -3.180  -0.37
9 F 3.664 3.921 -1.950  -0.40
10 O 1.102 -1.232 -3.864  -0.75
11 O -2.345 -0.081 -0.959  -0.88
12 O -0.122 3.032 -3.733  -0.77
13 O 1.404 -1.404 -0.007  -0.92
14 O 0.881 -3.489 -0.530  -0.52
15 O -1.419 3.946 -1.896  -0.77
16 O -0.256 -3.244 -3.633  -0.71
17 N -0.975 1.465 -1.886  0.26
18 N -1.904 -3.096 -1.629  -0.42
19 N 0.294 2.751 0.188  1.22
20 N -1.065 -1.855 0.215  0.93
21 N -0.387 -1.330 -1.907  -0.08
22 N 4.646 -3.290 2.237  0.27
23 N -4.067 0.911 -6.931  -0.42
24 C -2.164 -3.940 0.573  -1.94
25 C -4.950 2.639 -4.422  -0.90
26 C -2.778 2.423 -3.487  -0.07
27 C 1.072 -2.519 3.085  -1.50
28 C 3.211 -6.660 1.846  -0.82
29 C -1.377 1.325 3.236  0.67
30 C -0.299 5.013 0.747  -1.30
31 C -3.191 1.285 -2.752  1.46
32 C -4.516 0.812 -2.892  -0.34
33 C 6.627 -3.307 0.775  0.95
34 C 3.223 2.642 -2.000  0.89
35 C -3.647 3.113 -4.287  -0.51
36 C 2.822 -5.414 -0.167  -0.80
37 C -1.960 0.887 -5.781  -0.59
38 C 1.147 3.240 -0.743  -0.63
39 C 3.374 -4.273 0.401  0.91
40 C -3.553 2.093 4.078  0.63
41 C -4.399 2.534 5.076  -1.50
42 C -3.842 3.468 1.126  -1.77
43 C 0.450 5.499 -0.313  -1.50
44 C 1.716 -2.633 -0.298  -0.68
45 C -3.566 -0.615 1.615  -0.50
46 C 1.193 4.603 -1.051  -0.48
47 C 1.646 0.894 -1.309  -0.13
48 C -2.652 -1.530 -4.594  -0.23
49 C -3.217 0.324 -6.030  0.29
50 C -3.923 2.688 6.367  -0.61
51 C -1.753 1.945 5.645  -0.81
52 C 6.243 -1.508 2.286  0.78
53 C 3.664 0.418 -2.606  0.06
54 C -2.400 -3.987 -0.797  -0.87
55 C 2.510 0.008 -1.969  0.03
56 C -2.598 2.392 6.642  -0.77
57 C -3.563 -0.881 -5.404  -0.95
58 C 4.064 1.739 -2.613  -1.18
59 C 7.776 -2.674 0.336  -0.82
60 C -1.056 0.237 -4.968  -0.61
61 C 3.218 -2.961 -0.306  0.08
62 C -1.119 -2.142 -1.131  0.90
63 C -2.188 0.818 -1.902  -2.20
64 C -5.363 1.495 -3.722  -0.78
65 C 8.161 -1.458 0.865  -0.52
66 C -3.180 2.313 0.379  -0.11
67 C -1.400 -0.977 -4.397  -0.44
68 C 1.804 -1.202 2.883  -0.91
69 C 2.027 2.261 -1.383  0.64
70 C -4.913 -0.207 2.201  -1.56
71 C -1.543 -2.798 1.033  -0.75
72 C 5.798 -2.733 1.756  -0.64
73 C -0.055 1.154 3.320  -0.53
74 C 3.846 -5.560 2.388  -0.45
75 C 2.738 -6.595 0.546  -0.86
76 C 2.733 1.455 2.030  -1.47
77 C -0.367 3.648 0.929  0.02
78 C -2.220 1.791 4.335  0.53
79 C 2.655 2.969 2.158  -1.16
80 C 7.393 -0.878 1.860  -0.70
81 C 3.952 -4.376 1.668  -0.80
82 H -5.037 0.654 -6.868  0.26
83 H -0.729 1.710 5.887  0.43
84 H 7.682 0.057 2.311  0.44
85 H -6.381 1.155 -3.833  0.51
86 H -0.846 5.672 1.401  0.57
87 H -3.193 3.870 1.898  0.25
88 H 0.488 1.377 4.233  0.15
89 H 4.287 -5.601 3.372  0.51
90 H 2.747 -1.407 2.380  -0.10
91 H -1.424 -2.593 2.091  0.70
92 H -3.892 1.878 -7.148  0.27
93 H -3.950 1.777 -0.177  0.75
94 H -4.058 4.263 0.413  0.48
95 H 2.305 -1.049 -2.034  0.17
96 H -2.877 -2.469 -4.113  0.55
97 H 2.435 -5.360 -1.172  0.48
98 H -4.579 3.032 7.152  0.40
99 H 2.290 -7.460 0.086  0.45
100 H -2.508 2.752 -0.363  -0.34
101 H 4.991 2.054 -3.058  0.55
102 H 0.465 6.552 -0.552  0.42
103 H -3.018 -4.753 -1.250  0.57
104 H -2.501 -4.706 1.246  0.55
105 H -4.547 -1.298 -5.564  0.33
106 H 3.766 -2.143 0.163  0.47
107 H 1.680 -3.197 3.683  0.45
108 H 0.882 -3.009 2.134  0.24
109 H 8.378 -3.167 -0.411  0.46
110 H 1.781 4.952 -1.882  0.61
111 H -3.890 1.960 3.067  0.07
112 H -4.780 3.164 1.584  0.32
113 H -2.222 2.507 7.648  0.42
114 H 3.531 -3.040 -1.351  0.50
115 H -4.822 0.004 3.261  0.39
116 H -5.649 3.166 -5.052  0.50
117 H -0.077 0.649 -4.779  0.68
118 H 2.566 3.449 1.190  0.19
119 H -4.824 -0.065 -2.342  0.54
120 H -0.961 3.249 1.743  0.03
121 H 3.430 1.185 1.236  0.41
122 H -5.318 0.664 1.695  0.24
123 H 3.139 1.061 2.961  0.61
124 H -5.430 2.754 4.847  0.42
125 H -5.618 -1.029 2.080  0.44
126 H 9.060 -0.974 0.522  0.41
127 H -3.737 -1.030 0.620  0.26
128 H -1.695 1.832 -6.230  0.39
129 H 3.114 -7.571 2.418  0.40
130 H 0.132 -2.370 3.612  0.32
131 H 3.563 3.345 2.627  0.45
132 H -3.176 -1.418 2.236  0.26
133 H -3.326 4.004 -4.801  0.58
134 H 4.352 -2.979 3.152  0.46
135 H 2.035 -0.773 3.860  0.83
136 H 1.809 3.262 2.771  0.15

Values from the calculation:
* charge: 0
* energy relative to the best compared isomer or geometry (same formula, charge and spin): 4.7 kcal per mole
* HOMO energy: -7.57 eV

=====

Density functional theory data (ωB97M-V/def2-TZVPD) for a structure of composition C19H34HfN3O5P2 at a distorted geometry.

Each line ends with the Mulliken charge.
Cartesian coordinates (Å):
1 Hf 0.125 -0.091 -0.748  0.12
2 P -2.151 -1.164 -0.074  0.74
3 P 2.307 -0.143 -2.119  0.41
4 O -0.253 0.433 2.451  -0.64
5 O 2.431 3.719 3.080  -0.51
6 O 1.366 2.628 -1.167  -0.62
7 O 0.407 -2.545 -4.869  -0.58
8 O -1.400 -0.722 -4.344  -0.61
9 N 0.657 -2.238 -0.639  0.09
10 N 0.488 1.564 0.644  0.05
11 N 1.630 3.578 0.932  0.01
12 C -1.269 2.163 4.757  -1.34
13 C 0.112 1.520 1.964  -0.19
14 C 1.524 3.418 2.325  -0.51
15 C 1.349 -4.944 -0.474  -0.71
16 C 0.259 -4.440 0.230  -0.63
17 C -0.106 -3.109 0.076  1.01
18 C 2.277 0.648 -3.745  -1.19
19 C -2.302 3.153 1.835  -0.86
20 C 0.148 2.855 2.688  2.04
21 C 3.850 0.357 -1.304  -1.22
22 C -1.347 -2.596 0.780  -1.33
23 C -3.283 -2.014 -1.204  -1.35
24 C 1.688 -2.746 -1.434  1.18
25 C 2.357 -1.889 -2.346  -0.88
26 C 2.036 -4.112 -1.326  -0.79
27 C -0.964 3.801 2.119  -0.96
28 C 1.159 2.617 0.056  0.22
29 C -3.231 -0.551 1.238  -1.07
30 C 0.058 2.678 4.217  -0.67
31 H -1.078 4.614 2.850  0.43
32 H -3.863 -1.264 -1.759  0.43
33 H -1.534 1.227 4.244  0.24
34 H 0.278 3.654 4.680  0.47
35 H -2.760 2.744 2.742  0.26
36 H -2.988 3.907 1.433  0.50
37 H -3.812 0.297 0.855  0.45
38 H 2.212 1.734 -3.594  0.41
39 H -1.968 -1.021 -3.616  0.26
40 H 0.636 -3.055 -5.656  0.31
41 H 1.179 -2.588 -4.262  0.27
42 H -0.578 4.263 1.200  0.51
43 H -0.608 0.112 -2.256  0.19
44 H 3.197 0.382 -4.282  0.50
45 H -2.073 2.904 4.652  0.32
46 H -3.918 -1.333 1.592  0.49
47 H -1.147 1.956 5.828  0.46
48 H -2.222 2.351 1.088  -0.01
49 H -0.322 -5.049 0.924  0.60
50 H 3.089 -2.332 -3.027  0.64
51 H -1.116 -2.266 1.807  0.43
52 H -3.967 -2.663 -0.639  0.46
53 H 4.698 0.042 -1.927  0.50
54 H 2.422 4.108 0.596  0.37
55 H 3.908 -0.135 -0.323  0.41
56 H 1.383 0.300 -4.280  0.37
57 H 0.865 1.992 4.522  0.42
58 H -2.709 -2.622 -1.916  0.45
59 H 2.870 -4.466 -1.933  0.56
60 H 1.642 -5.988 -0.349  0.50
61 H 3.857 1.446 -1.154  0.36
62 H -2.600 -0.205 2.069  0.16
63 H -0.789 -1.483 -4.550  0.41
64 H -2.106 -3.391 0.842  0.68

Values from the calculation:
* charge: +3
* HOMO energy: -17.62 eV

=====

Density functional theory data (ωB97M-V/def2-TZVPD) for the ion C7H16NO2S3 with charge +1 at a distorted geometry.

Each line ends with the Mulliken charge.
Cartesian coordinates (Å):
1 S 0.365 0.998 -0.192  1.28
2 S -2.325 -1.853 0.129  -0.17
3 S -2.853 0.753 -1.440  -0.04
4 O 0.913 1.780 0.882  -0.61
5 O -0.127 1.716 -1.304  -0.55
6 N -1.417 0.599 0.758  0.08
7 C 2.181 -0.976 0.481  -1.79
8 C 1.515 -0.447 -0.791  1.65
9 C -1.254 -0.099 2.067  -1.25
10 C 2.491 0.304 -1.641  -1.78
11 C -1.848 2.006 1.077  -1.05
12 C 0.688 -1.440 -1.475  -1.37
13 C -2.173 -0.065 -0.227  0.07
14 H -2.359 2.556 0.284  0.33
15 H 1.106 -1.914 -2.368  0.37
16 H 0.436 -2.280 -0.712  0.32
17 H -0.529 0.386 2.693  0.34
18 H 2.636 -1.957 0.227  0.51
19 H 2.723 1.306 -1.144  0.45
20 H -2.237 -0.184 2.543  0.41
21 H 2.145 0.540 -2.592  0.46
22 H 1.490 -1.355 1.257  0.35
23 H -0.268 -1.039 -1.842  0.35
24 H -1.012 2.442 1.521  0.50
25 H -2.700 1.948 1.790  0.38
26 H -0.899 -1.078 1.881  0.52
27 H 3.401 -0.220 -1.633  0.52
28 H 2.827 -0.313 0.856  0.47
29 H -2.916 -2.111 -1.084  0.24

Values from the calculation:
* charge: +1
* energy relative to the best compared isomer or geometry (same formula, charge and spin): 0.0 kcal per mole
* HOMO energy: -12.89 eV